The following is a quantum chemistry calculation of a 2-piece molecular cluster, C2H7NS2 overall, from the OMol25 dataset.

Each atom is followed by the atoms it is bonded to, with distances in Å.
Element x y z (Å)
1 C 1.31 0.62 0.94  C2 1.504, H6 1.078, H7 1.129, H8 1.066
2 C 0.49 -0.41 0.21  C1 1.504, S4 1.729, H9 1.125
3 N -0.71 0.57 -1.20  S5 1.674, H10 1.007
4 S -0.61 -1.35 1.17  C2 1.729, H11 1.505
5 S -2.14 -0.29 -1.14  N3 1.674, H12 1.430
6 H 0.71 1.31 1.51  C1 1.078
7 H 1.86 1.32 0.24  C1 1.129
8 H 2.13 0.21 1.48  C1 1.066
9 H 1.09 -1.22 -0.30  C2 1.125
10 H -0.31 0.47 -2.13  N3 1.007
11 H -1.59 -0.32 1.65  S4 1.505
12 H -2.23 -0.90 -2.43  S5 1.430

LUMO level	0.570	eV
energy above the lowest of the compared OMol25 structures with the same formula, charge and spin	3.3245	eV
strongest force on any atom	3.0	eV Å⁻¹
E_HOMO	-0.2870	Ha
total energy	-931.4014	Eh
spin multiplicity	1

Here is what Löwdin gives for the atomic charges, in e:
1 C -0.188
2 C -0.687
3 N -0.459
4 S 0.651
5 S 0.546
6 H 0.064
7 H 0.089
8 H 0.057
9 H 0.074
10 H -0.015
11 H -0.023
12 H -0.109